(1)
2 unconnected molecules or ions with the total composition C2H5N2 at a distorted geometry. Source: OMol25; level of theory: ωB97M-V/def2-TZVPD.

Last column: natural (NBO) charge in e.
Geometry (Å):
C (2.33, 0.18, -0.34)  0.000
C (-2.60, 0.14, 0.25)  -0.251
N (-1.80, -0.30, -0.48)  0.263
N (1.35, -0.37, 0.18)  -0.510
H (2.09, 1.08, -0.82)  0.186
H (3.25, -0.24, -0.60)  0.198
H (-2.43, 0.74, 1.08)  0.357
H (-3.73, 0.12, 0.17)  0.389
H (1.53, -1.35, 0.56)  0.369

ΔE to the lowest compared entry with this formula, charge and spin: 5.432 eV
multiplicity: 1
E_HOMO (spin up / spin down): -14.888 / -13.518 eV
total charge: +1
orbital gap (spin up / spin down): 6.36 / 3.43 eV

(2)
A molecular structure, C24H29N7O5SeV. Source: OMol25; level of theory: ωB97M-V/def2-TZVPD.

Last column: natural (NBO) charge in e.
Geometry (Å):
V (-0.12, -0.37, -0.90)  1.167
N (0.93, -1.68, 0.55)  -0.853
C (0.03, -2.03, 1.67)  -0.312
C (-1.29, -1.23, 1.70)  0.648
O (-2.10, -1.52, 2.59)  -0.733
N (-1.41, -0.33, 0.74)  -0.704
C (-2.72, -0.08, 0.14)  -0.304
C (-2.27, -0.29, -1.32)  0.709
O (-1.81, 0.74, -1.94)  -0.766
O (-1.93, -1.45, -1.66)  -0.681
H (1.33, -2.52, 0.15)  0.379
H (1.72, -1.10, 0.86)  0.413
H (0.53, -1.98, 2.63)  0.206
H (-0.30, -3.06, 1.55)  0.221
H (-3.06, 0.95, 0.29)  0.193
H (-3.48, -0.78, 0.47)  0.220
C (1.24, 5.00, 0.06)  -0.416
N (1.46, 3.58, 0.05)  -0.392
C (2.68, 2.92, 0.43)  -0.316
C (2.32, 1.45, 0.21)  0.686
O (3.05, 0.51, 0.44)  -0.646
N (1.04, 1.39, -0.27)  -0.678
C (0.58, 2.66, -0.35)  0.688
N (-0.63, 2.96, -0.79)  -0.777
H (2.06, 5.48, 0.58)  0.228
H (0.32, 5.25, 0.61)  0.214
H (1.18, 5.41, -0.95)  0.200
H (2.92, 3.08, 1.49)  0.242
H (3.53, 3.21, -0.20)  0.218
H (-1.24, 2.21, -1.16)  0.466
H (-0.94, 3.91, -0.82)  0.402
C (2.95, 1.42, 4.33)  -0.418
N (1.68, 0.74, 4.40)  -0.378
C (0.50, 1.23, 3.91)  0.278
Se (0.23, 2.84, 3.10)  -0.335
N (-0.44, 0.29, 4.17)  -0.564
C (0.12, -0.81, 4.81)  0.182
C (-0.42, -2.01, 5.23)  -0.227
C (0.44, -2.91, 5.82)  -0.218
C (1.80, -2.63, 5.98)  -0.217
C (2.34, -1.42, 5.54)  -0.235
C (1.47, -0.52, 4.96)  0.091
H (2.76, 2.48, 4.24)  0.245
H (3.52, 1.08, 3.46)  0.216
H (3.52, 1.22, 5.24)  0.208
H (-1.36, 0.29, 3.74)  0.467
H (-1.47, -2.23, 5.05)  0.254
H (0.06, -3.87, 6.15)  0.219
H (2.45, -3.36, 6.44)  0.216
H (3.40, -1.21, 5.65)  0.220
C (3.57, -1.06, -2.89)  -0.710
C (2.26, -0.38, -3.17)  0.598
O (1.30, -0.57, -2.45)  -0.592
C (2.13, 0.56, -4.31)  -0.115
C (0.90, 1.17, -4.53)  -0.160
C (0.74, 2.06, -5.58)  -0.213
C (1.81, 2.34, -6.42)  -0.176
C (3.04, 1.73, -6.21)  -0.224
C (3.21, 0.84, -5.16)  -0.179
H (3.48, -1.65, -1.98)  0.245
H (4.36, -0.32, -2.75)  0.242
H (3.85, -1.71, -3.72)  0.239
H (0.06, 0.93, -3.88)  0.248
H (-0.22, 2.52, -5.75)  0.222
H (1.69, 3.03, -7.24)  0.217
H (3.88, 1.95, -6.86)  0.218
H (4.17, 0.37, -5.00)  0.214

ΔE to the lowest compared entry with this formula, charge and spin: 0.612 eV
multiplicity: 4
E_HOMO (spin up / spin down): -6.677 / -7.390 eV
⟨S²⟩: 3.7584
total charge: 0
orbital gap (spin up / spin down): 6.38 / 7.02 eV

(3)
7 unconnected molecules or ions with the total composition C14H42O7S7 at a distorted geometry. Source: OMol25; level of theory: ωB97M-V/def2-TZVPD.

Last column: natural (NBO) charge in e.
Geometry (Å):
C (45.51, 4.79, 11.15)  -0.812
S (45.70, 3.03, 11.50)  1.217
O (45.16, 2.49, 10.17)  -1.011
C (47.52, 2.90, 11.39)  -0.805
H (44.60, 4.78, 10.73)  0.238
H (46.19, 5.32, 10.43)  0.227
H (45.75, 5.28, 12.16)  0.226
H (47.80, 1.89, 11.90)  0.255
H (47.84, 3.92, 11.80)  0.233
H (47.80, 3.18, 10.50)  0.230
C (44.73, 1.97, 3.34)  -0.880
S (44.39, 1.47, 1.65)  1.211
O (45.64, 0.72, 1.17)  -0.956
C (43.29, 0.12, 2.22)  -0.796
H (43.79, 2.04, 3.99)  0.241
H (45.38, 2.91, 3.06)  0.251
H (45.12, 1.08, 3.96)  0.253
H (43.07, -0.53, 1.41)  0.241
H (42.45, 0.43, 2.67)  0.214
H (43.79, -0.30, 3.09)  0.222
C (46.83, 3.62, 6.42)  -0.886
S (46.54, 4.89, 7.61)  1.207
O (47.85, 5.80, 7.67)  -0.994
C (45.38, 5.86, 6.60)  -0.802
H (47.42, 3.85, 5.38)  0.260
H (45.92, 2.95, 6.07)  0.252
H (47.44, 2.93, 7.08)  0.280
H (45.71, 5.72, 5.53)  0.233
H (45.23, 6.79, 6.98)  0.232
H (44.49, 5.21, 6.47)  0.229
C (45.76, 7.76, 2.92)  -0.850
S (47.50, 8.20, 2.75)  1.253
O (47.58, 9.66, 3.12)  -0.967
C (48.26, 7.22, 4.09)  -0.900
H (45.77, 6.69, 3.24)  0.211
H (45.19, 7.98, 1.99)  0.248
H (45.10, 8.30, 3.53)  0.240
H (47.69, 6.21, 4.19)  0.223
H (48.19, 7.51, 5.22)  0.266
H (49.51, 7.19, 3.90)  0.262
C (42.36, 4.38, 8.59)  -0.865
S (40.93, 5.20, 9.26)  1.257
O (41.35, 5.66, 10.64)  -0.978
C (40.88, 6.55, 8.15)  -0.801
H (43.21, 4.83, 8.16)  0.220
H (41.64, 3.80, 8.00)  0.220
H (42.80, 3.74, 9.43)  0.273
H (40.04, 6.80, 8.58)  0.218
H (40.79, 6.17, 7.22)  0.220
H (41.87, 7.22, 8.29)  0.232
C (47.24, 8.77, 8.23)  -0.896
S (48.96, 8.80, 7.91)  1.248
O (49.64, 10.13, 7.97)  -0.954
C (49.40, 7.96, 9.47)  -0.795
H (47.10, 9.58, 8.93)  0.232
H (46.58, 8.02, 8.58)  0.251
H (46.64, 9.08, 7.38)  0.238
H (50.33, 8.24, 9.71)  0.228
H (49.05, 6.96, 9.52)  0.250
H (48.76, 8.69, 10.04)  0.210
C (52.84, 3.43, 6.84)  -0.822
S (51.23, 4.04, 6.34)  1.234
O (50.22, 3.13, 6.98)  -1.000
C (51.16, 5.61, 7.27)  -0.843
H (53.01, 3.27, 7.94)  0.243
H (53.43, 4.31, 6.58)  0.223
H (52.94, 2.52, 6.15)  0.243
H (51.41, 6.50, 6.70)  0.238
H (51.79, 5.68, 8.34)  0.218
H (50.16, 5.48, 7.49)  0.264

ΔE to the lowest compared entry with this formula, charge and spin: 9.176 eV
multiplicity: 1
E_HOMO: -8.581 eV
total charge: 0
orbital gap: 8.38 eV

(4)
2 unconnected molecules or ions with the total composition C4H12 at a distorted geometry. Source: OMol25; level of theory: ωB97M-V/def2-TZVPD.

Last column: natural (NBO) charge in e.
Geometry (Å):
C (1.04, -2.10, 0.66)  -0.621
C (-0.46, -1.96, 0.84)  -0.619
H (1.27, -3.18, 0.66)  0.211
H (1.42, -1.59, -0.22)  0.207
H (1.63, -1.54, 1.41)  0.206
H (-0.94, -2.89, 0.56)  0.203
H (-0.98, -1.15, 0.30)  0.209
H (-0.77, -1.89, 1.89)  0.204
C (-0.48, 1.38, -0.59)  -0.615
C (-0.08, 2.85, -1.00)  -0.621
H (0.35, 0.68, -0.66)  0.199
H (-0.79, 1.20, 0.43)  0.200
H (-1.40, 1.01, -1.08)  0.200
H (-0.98, 3.42, -0.87)  0.217
H (0.40, 2.69, -1.96)  0.212
H (0.78, 3.07, -0.37)  0.207

ΔE to the lowest compared entry with this formula, charge and spin: 0.744 eV
multiplicity: 1
SMILES string: CC.CC
E_HOMO: -11.492 eV
total charge: 0
orbital gap: 12.61 eV

(5)
3 unconnected molecules or ions with the total composition C22H41BrI2N4O6P at a distorted geometry. Source: OMol25; level of theory: ωB97M-V/def2-TZVPD.

Last column: Löwdin charge in e.
Geometry (Å):
C (-0.08, 1.35, 3.32)  -0.081
C (0.33, 0.02, 2.72)  -0.220
O (-0.80, -0.84, 2.49)  0.001
C (-1.61, -0.59, 1.45)  -0.446
O (-2.78, -0.57, 1.63)  0.191
C (-0.93, -0.56, 0.09)  -0.036
C (0.01, -1.59, -0.03)  0.029
C (0.76, -1.77, -1.17)  -0.279
P (2.03, -3.11, -1.33)  0.987
C (1.33, -4.60, -0.53)  -0.265
C (3.41, -2.46, -0.30)  -0.396
C (4.01, -1.22, -0.95)  -0.153
N (0.53, -0.92, -2.19)  -0.120
O (1.28, -1.07, -3.32)  -0.172
N (0.86, -2.31, -4.16)  0.103
O (-0.26, -2.39, -4.26)  0.162
C (-0.37, 0.09, -2.13)  -0.560
Br (-0.48, 1.11, -3.68)  0.966
C (-1.13, 0.33, -0.97)  -0.305
C (-2.12, 1.48, -0.82)  -0.707
I (-3.72, 1.32, -2.26)  0.969
C (-1.53, 2.93, -0.72)  -0.707
C (-1.47, 3.82, -1.96)  -0.253
I (0.52, 2.82, -0.01)  1.065
H (-0.18, 1.26, 4.40)  0.085
H (0.72, 2.06, 3.13)  0.051
H (-1.01, 1.73, 2.90)  0.073
H (0.99, 0.12, 1.85)  0.088
H (0.92, -0.49, 3.48)  0.128
H (0.14, -2.27, 0.80)  0.131
H (0.67, -5.07, -1.25)  0.040
H (2.17, -5.28, -0.41)  0.050
H (0.85, -4.45, 0.43)  0.039
H (2.99, -2.17, 0.67)  0.077
H (4.13, -3.27, -0.20)  0.086
H (3.37, -0.35, -0.84)  0.065
H (4.94, -0.97, -0.45)  0.071
H (4.24, -1.38, -2.00)  0.073
H (-2.58, 1.28, 0.13)  0.057
H (-2.11, 3.44, 0.04)  0.081
H (-1.44, 4.85, -1.61)  0.082
H (-0.54, 3.69, -2.50)  0.008
H (-2.33, 3.74, -2.61)  0.019
C (-5.52, -2.08, 0.58)  -0.074
C (-6.79, -2.41, 1.35)  -0.426
C (-6.59, -3.44, 2.47)  -0.206
O (-6.45, -4.78, 2.02)  -0.183
C (-5.17, -5.14, 1.56)  -0.112
N (-7.83, -2.82, 0.40)  0.040
H (-5.26, -2.86, -0.14)  0.066
H (-5.64, -1.15, 0.02)  0.064
H (-4.67, -1.94, 1.25)  0.049
H (-7.13, -1.49, 1.83)  0.137
H (-7.48, -3.44, 3.09)  0.124
H (-5.75, -3.17, 3.11)  0.120
H (-4.38, -4.63, 2.13)  0.087
H (-5.05, -4.93, 0.50)  0.073
H (-5.06, -6.22, 1.70)  0.088
H (-8.71, -2.93, 0.88)  0.074
H (-7.60, -3.76, 0.08)  0.069
C (6.02, 5.37, -1.37)  -0.066
C (4.74, 5.03, -0.60)  -0.428
C (4.95, 4.03, 0.55)  -0.208
O (5.12, 2.68, 0.15)  -0.208
C (6.42, 2.34, -0.29)  -0.101
N (3.73, 4.56, -1.55)  0.041
H (6.31, 4.58, -2.06)  0.066
H (5.87, 6.27, -1.96)  0.079
H (6.85, 5.55, -0.69)  0.081
H (4.38, 5.96, -0.15)  0.138
H (4.05, 4.04, 1.16)  0.114
H (5.78, 4.34, 1.19)  0.123
H (7.19, 2.88, 0.27)  0.094
H (6.55, 2.53, -1.36)  0.078
H (6.56, 1.27, -0.11)  0.078
H (2.85, 4.44, -1.05)  -0.015
H (3.99, 3.61, -1.83)  0.066

multiplicity: 1
E_HOMO: -10.684 eV
total charge: +1
orbital gap: 5.99 eV

(6)
2 unconnected molecules or ions with the total composition BrClH2O2Si at a distorted geometry. Source: OMol25; level of theory: ωB97M-V/def2-TZVPD.

Last column: natural (NBO) charge in e.
Geometry (Å):
O (1.06, -0.38, -1.35)  -1.100
O (0.03, 0.07, 1.52)  -1.092
Si (-0.75, 0.21, 0.11)  1.729
Cl (-0.91, 2.15, -0.43)  -0.308
Br (-2.12, -1.33, -0.36)  -0.193
H (1.93, -0.25, -0.96)  0.445
H (0.77, -0.48, 1.45)  0.519

ΔE to the lowest compared entry with this formula, charge and spin: 3.258 eV
multiplicity: 1
E_HOMO: -9.568 eV
total charge: 0
orbital gap: 9.30 eV

| no. | E (hartree) |
| --- | --- |
| 1 | -188.2159 |
| 2 | -5037.0628 |
| 3 | -3872.0471 |
| 4 | -159.5576 |
| 5 | -5043.6332 |
| 6 | -3475.4647 |